ORCA calculation (wB97M-V/def2-TZVPD) on a 7-piece molecular cluster, C57H59N9O13S overall in a non-equilibrium geometry.

Last column: Löwdin charge in e.
CARTESIAN COORDINATES (ANGSTROEM)
C: 3.286 -4.507 6.018  -0.106
C: 4.594 -3.585 5.655  -0.251
O: 4.376 -2.140 5.965  -0.230
C: 3.827 -1.558 4.696  -0.184
C: 3.209 -0.048 4.900  -0.046
C: 4.175 1.071 5.665  -0.090
C: 5.705 0.786 6.182  -0.188
C: 6.724 0.188 5.046  -0.217
C: 6.611 0.887 3.568  -0.204
C: 7.138 -0.263 2.474  -0.188
C: 8.761 -0.569 2.704  -0.253
N: 9.037 -2.030 3.047  -0.051
C: 3.579 2.599 5.941  -0.023
C: 2.065 2.987 5.409  -0.010
C: 1.073 1.903 4.609  -0.166
C: 1.695 0.409 4.386  -0.330
S: 0.682 -0.901 3.485  0.819
C: -1.044 -0.173 3.445  -0.390
C: -2.291 -1.199 3.024  -0.021
C: -3.866 -0.679 2.913  -0.126
C: -5.043 -1.719 2.443  -0.283
N: -6.055 -2.066 3.528  -0.057
C: -4.123 0.925 3.302  -0.021
C: -2.861 1.936 3.728  0.005
C: -1.276 1.405 3.805  -0.163
N: -0.251 2.444 4.154  -0.040
H: 3.133 -5.334 5.175  0.087
H: 2.355 -3.791 6.080  0.087
H: 3.426 -5.064 7.062  0.087
H: 4.844 -3.691 4.501  0.124
H: 5.559 -3.931 6.227  0.130
H: 3.069 -2.342 4.270  0.104
H: 4.719 -1.464 3.941  0.108
H: 6.174 1.813 6.561  0.114
H: 5.705 0.058 7.123  0.126
H: 7.832 0.401 5.431  0.116
H: 6.628 -0.999 5.010  0.112
H: 5.526 1.162 3.225  0.105
H: 7.337 1.798 3.434  0.113
H: 6.877 0.010 1.366  0.101
H: 6.586 -1.277 2.776  0.092
H: 9.293 -0.363 1.676  0.066
H: 9.184 0.095 3.571  0.115
H: 9.823 -2.097 3.752  0.073
H: 9.354 -2.551 2.194  0.050
H: 4.255 3.375 6.512  0.087
H: 1.715 4.108 5.617  0.090
H: -2.032 -2.329 2.786  0.095
H: -4.543 -2.678 1.945  0.123
H: -5.678 -1.210 1.570  0.108
H: -6.360 -1.158 3.992  0.067
H: -6.891 -2.431 2.980  0.077
H: -5.243 1.318 3.218  0.063
H: -3.161 3.043 3.961  0.079
H: -0.152 3.199 3.437  0.133
C: 8.246 -0.588 -4.146  -0.066
C: 8.805 0.616 -3.716  -0.071
C: 9.433 0.691 -2.471  0.002
C: 9.500 -0.453 -1.663  -0.138
C: 8.932 -1.661 -2.089  0.004
C: 8.304 -1.723 -3.335  -0.058
N: 10.181 -0.387 -0.365  -0.325
O: 10.654 0.705 -0.015  0.073
O: 10.248 -1.428 0.305  0.025
H: 7.762 -0.643 -5.119  0.096
H: 8.754 1.496 -4.352  0.106
H: 9.864 1.637 -2.150  0.119
H: 8.973 -2.555 -1.471  0.120
H: 7.863 -2.657 -3.676  0.112
C: 3.595 3.387 -3.216  -0.067
C: 4.926 3.137 -3.553  -0.063
C: 5.235 2.166 -4.507  0.000
C: 4.199 1.451 -5.124  -0.135
C: 2.862 1.695 -4.781  0.009
C: 2.565 2.667 -3.824  -0.057
N: 4.517 0.447 -6.146  -0.301
O: 5.712 0.247 -6.407  0.057
O: 3.571 -0.140 -6.692  0.042
H: 3.358 4.149 -2.475  0.110
H: 5.723 3.701 -3.073  0.109
H: 6.278 1.983 -4.759  0.101
H: 2.048 1.144 -5.248  0.119
H: 1.530 2.865 -3.553  0.111
C: -6.597 2.991 5.127  -0.086
C: -6.363 4.225 5.737  -0.063
C: -6.937 5.384 5.213  0.001
C: -7.752 5.296 4.075  -0.142
C: -7.982 4.060 3.457  0.003
C: -7.400 2.907 3.988  -0.082
N: -8.379 6.508 3.535  -0.326
O: -8.136 7.585 4.099  0.062
O: -9.119 6.384 2.548  0.061
H: -6.151 2.089 5.542  0.106
H: -5.735 4.282 6.623  0.111
H: -6.746 6.338 5.699  0.120
H: -8.608 3.977 2.571  0.119
H: -7.575 1.943 3.517  0.102
C: -5.989 -0.464 -1.671  -0.070
C: -5.440 0.719 -2.168  -0.060
C: -4.144 0.727 -2.685  0.002
C: -3.403 -0.463 -2.705  -0.142
C: -3.948 -1.651 -2.200  0.003
C: -5.245 -1.646 -1.683  -0.067
N: -2.049 -0.467 -3.271  -0.325
O: -1.595 0.608 -3.691  0.050
O: -1.439 -1.545 -3.302  0.055
H: -7.002 -0.466 -1.274  0.085
H: -6.026 1.636 -2.154  0.110
H: -3.731 1.658 -3.069  0.118
H: -3.383 -2.580 -2.205  0.119
H: -5.678 -2.563 -1.291  0.110
C: 1.081 -1.256 -8.124  -0.063
C: 0.122 -1.654 -7.190  -0.055
C: -1.126 -2.109 -7.620  0.001
C: -1.404 -2.165 -8.992  -0.147
C: -0.446 -1.759 -9.931  -0.004
C: 0.798 -1.303 -9.490  -0.061
N: -2.705 -2.667 -9.451  -0.329
O: -3.532 -2.999 -8.589  0.055
O: -2.900 -2.733 -10.673  0.057
H: 2.054 -0.907 -7.785  0.068
H: 0.350 -1.613 -6.127  0.107
H: -1.862 -2.415 -6.880  0.116
H: -0.650 -1.793 -11.000  0.117
H: 1.549 -0.989 -10.211  0.109
C: -11.682 -2.008 -4.424  -0.068
C: -11.123 -0.804 -3.994  -0.064
C: -10.495 -0.729 -2.749  -0.001
C: -10.428 -1.873 -1.942  -0.145
C: -10.996 -3.081 -2.368  0.001
C: -11.624 -3.143 -3.613  -0.063
N: -9.747 -1.807 -0.643  -0.322
O: -9.274 -0.715 -0.294  0.036
O: -9.680 -2.848 0.027  0.063
H: -12.166 -2.063 -5.398  0.110
H: -11.174 0.076 -4.631  0.110
H: -10.064 0.217 -2.429  0.118
H: -10.955 -3.975 -1.749  0.120
H: -12.065 -4.077 -3.954  0.110

- Frontier orbital gap: 6.17 eV
- SMILES string: CCOCc1c(CCCCCN)ccc2c1Sc1cc(CN)ccc1N2.O=[N+]([O-])c1ccccc1.O=[N+]([O-])c1ccccc1.O=[N+]([O-])c1ccccc1.O=[N+]([O-])c1ccccc1.O=[N+]([O-])c1ccccc1.O=[N+]([O-])c1ccccc1
- E_tot: -4075.21695 a.u.
- HOMO level: -7.351 eV
- Largest force on an atom: 5.0 eV Å⁻¹


ORCA calculation (wB97M-V/def2-TZVPD) on C57H61Ge2N6O2RbS2Si as an isolated structure.

Last column: Löwdin charge in e.
CARTESIAN COORDINATES (ANGSTROEM)
Rb: -0.322 0.241 2.220  0.323
S: -2.440 0.679 5.001  0.443
C: -1.332 0.065 6.195  -0.834
C: -1.272 0.839 7.410  -0.340
N: -1.249 1.486 8.365  0.110
C: -0.549 -1.055 6.120  -0.818
S: -0.434 -2.191 4.799  0.461
C: 0.288 -1.372 7.247  -0.342
N: 0.982 -1.660 8.124  0.108
C: 0.983 -5.251 2.181  -0.085
C: 1.700 -5.532 1.025  -0.096
C: 1.416 -4.845 -0.146  -0.121
C: 0.416 -3.869 -0.176  -0.271
C: -0.295 -3.598 0.991  -0.076
C: -0.015 -4.289 2.164  -0.095
Ge: 0.026 -3.057 -1.889  0.951
C: -1.095 -4.299 -2.913  -0.231
C: -1.576 -5.440 -2.270  -0.088
C: -2.372 -6.358 -2.943  -0.086
C: -2.696 -6.152 -4.275  -0.100
C: -2.226 -5.023 -4.931  -0.094
C: -1.434 -4.108 -4.253  -0.128
C: 1.715 -2.701 -2.806  -0.239
C: 1.889 -2.846 -4.182  -0.103
C: 3.127 -2.625 -4.772  -0.099
C: 4.214 -2.268 -3.988  -0.099
C: 4.059 -2.126 -2.616  -0.082
C: 2.818 -2.335 -2.030  -0.100
H: 1.210 -5.768 3.105  0.107
H: 2.484 -6.280 1.037  0.096
H: 1.984 -5.069 -1.044  0.100
H: -1.089 -2.859 0.995  0.079
H: -0.558 -4.058 3.071  0.025
H: -1.333 -5.607 -1.227  0.099
H: -2.743 -7.232 -2.423  0.099
H: -3.318 -6.866 -4.801  0.095
H: -2.481 -4.852 -5.970  0.098
H: -1.094 -3.223 -4.778  0.072
H: 1.057 -3.143 -4.808  0.081
H: 3.242 -2.737 -5.844  0.096
H: 5.181 -2.099 -4.446  0.098
H: 4.901 -1.852 -1.995  0.101
H: 2.713 -2.220 -0.957  0.096
C: 5.492 0.780 -0.062  -0.015
C: 4.555 -0.053 0.747  -0.324
C: 4.757 -1.046 1.681  0.003
C: 3.465 -1.413 2.129  -0.348
N: 2.541 -0.700 1.501  0.046
N: 3.222 0.109 0.670  0.021
C: 3.100 -2.426 3.161  -0.032
H: 6.507 0.394 0.029  0.076
H: 5.489 1.819 0.275  0.073
H: 5.208 0.782 -1.116  0.069
H: 5.704 -1.436 2.019  0.100
H: 2.723 0.773 0.096  0.079
H: 3.337 -3.435 2.816  0.069
H: 2.037 -2.384 3.401  0.016
H: 3.652 -2.247 4.085  0.082
C: -1.404 -0.278 -4.220  -0.147
Si: -2.018 -0.701 -2.496  0.331
C: -3.572 -1.746 -2.635  -0.151
C: -2.388 0.886 -1.593  -0.135
O: -0.868 -1.536 -1.655  -0.339
H: -2.046 0.487 -4.664  0.031
H: -1.410 -1.141 -4.890  0.007
H: -0.391 0.124 -4.189  0.024
H: -4.470 -1.125 -2.664  0.031
H: -3.649 -2.408 -1.770  0.034
H: -3.566 -2.374 -3.528  0.017
H: -3.065 0.726 -0.753  0.008
H: -2.866 1.597 -2.272  0.037
H: -1.481 1.358 -1.207  0.001
C: -4.524 2.823 3.157  -0.085
C: -4.318 2.248 1.765  -0.195
N: -5.575 1.849 1.122  -0.051
C: -6.300 2.893 0.416  -0.208
C: -5.801 3.061 -1.014  -0.073
C: -6.154 0.627 1.260  -0.420
O: -7.277 0.373 0.837  0.045
C: -5.301 -0.414 1.920  -0.141
C: -5.436 -0.739 3.263  -0.024
C: -4.535 -1.625 3.820  -0.082
C: -3.529 -2.153 3.019  -0.164
N: -3.416 -1.881 1.719  0.083
C: -4.300 -1.037 1.193  -0.110
H: -3.579 3.190 3.559  0.062
H: -4.878 2.056 3.846  0.049
H: -5.244 3.646 3.139  0.068
H: -3.646 1.394 1.816  0.099
H: -3.843 2.983 1.110  0.117
H: -6.186 3.825 0.975  0.114
H: -7.354 2.623 0.415  0.110
H: -4.752 3.359 -1.040  0.063
H: -6.383 3.823 -1.537  0.068
H: -5.901 2.119 -1.555  0.075
H: -6.202 -0.267 3.866  0.123
H: -4.548 -1.853 4.875  0.106
H: -2.750 -2.758 3.465  0.044
H: -4.190 -0.819 0.136  0.094
C: -0.223 4.470 -0.456  -0.318
Ge: 0.810 2.913 0.331  0.833
C: 2.034 3.948 1.558  -0.384
C: 1.619 5.136 2.164  -0.135
C: 2.422 5.816 3.073  -0.108
C: 3.675 5.320 3.404  -0.120
C: 4.106 4.132 2.826  -0.101
C: 3.292 3.461 1.926  -0.127
C: 2.044 2.634 -1.312  -0.274
C: 1.851 1.452 -1.993  -0.159
C: 2.604 1.072 -3.130  -0.086
C: 3.587 1.888 -3.600  -0.058
C: 3.837 3.131 -2.965  -0.183
C: 4.850 3.998 -3.447  -0.062
C: 5.075 5.210 -2.860  -0.108
C: 4.285 5.613 -1.763  -0.087
C: 3.310 4.789 -1.273  -0.031
C: 3.057 3.512 -1.839  -0.160
H: 0.391 5.364 -0.596  -0.007
H: -1.075 4.736 0.176  -0.013
H: -0.615 4.169 -1.430  -0.008
H: 0.645 5.547 1.918  0.086
H: 2.066 6.733 3.529  0.091
H: 4.302 5.843 4.116  0.087
H: 5.076 3.724 3.087  0.093
H: 3.647 2.529 1.499  0.069
H: 1.108 0.747 -1.624  0.073
H: 2.414 0.116 -3.605  0.084
H: 4.190 1.601 -4.455  0.102
H: 5.442 3.679 -4.298  0.100
H: 5.854 5.863 -3.236  0.090
H: 4.453 6.580 -1.304  0.096
H: 2.715 5.102 -0.430  0.082

- Frontier orbital gap: 4.69 eV
- E_tot: -7951.68535 a.u.
- HOMO level: -1.306 eV
- Largest force on an atom: 0.7 eV Å⁻¹
- Net charge: -2